Record 1
69
Properties=species:S:1:pos:R:3 method="wB97M-V/def2-TZVPD" charge=+3 total_energy_ev=-97757.0402 e_homo_ha="-0.57951 / -0.57953" gap_ev="6.2 / 6.4" spin_multiplicity=5 largest_force_ev_per_a=2.49 s_squared=6.005
Ho 0.263 0.849 0.358
P -0.740 -0.561 -1.723
P 2.553 -0.950 0.371
P 1.601 1.931 -1.781
H -2.000 1.858 2.806
C -2.289 2.652 2.070
C -2.767 2.225 0.844
H -3.297 1.248 0.745
C -1.986 -1.847 -1.413
C 0.325 -1.568 -2.827
C -1.628 0.364 -3.048
C 3.580 -0.392 1.782
C 2.447 -2.721 0.827
C 3.859 -1.079 -0.899
C 0.495 3.265 -2.355
C 2.211 1.305 -3.379
C 3.107 2.729 -1.134
H -2.139 3.686 2.415
H -2.838 2.742 -0.144
H -2.704 -1.533 -0.654
H -1.517 -2.785 -1.110
H -2.540 -2.022 -2.339
H 0.753 -2.402 -2.262
H 1.125 -0.978 -3.290
H -0.315 -1.967 -3.627
H -2.513 0.867 -2.630
H -1.951 -0.378 -3.792
H -0.992 1.105 -3.552
H 4.521 -0.964 1.765
H 3.044 -0.580 2.722
H 3.800 0.677 1.669
H 3.475 -3.109 0.795
H 1.837 -3.263 0.093
H 2.040 -2.844 1.840
H 4.594 -1.807 -0.520
H 4.347 -0.106 -1.044
H 3.427 -1.458 -1.834
H 1.171 4.085 -2.633
H -0.220 3.600 -1.581
H -0.086 2.913 -3.218
H 2.712 2.167 -3.843
H 1.391 0.958 -4.024
H 2.923 0.485 -3.229
H 3.151 3.703 -1.658
H 3.989 2.110 -1.396
H 3.086 2.890 -0.044
C 0.737 6.040 1.671
C 1.866 6.624 2.313
C 1.810 7.999 2.713
C 0.677 8.805 2.534
C -0.444 8.166 2.011
C -0.446 6.810 1.622
S 0.771 4.458 0.726
H 0.778 3.243 1.475
H 2.780 6.021 2.470
H 2.679 8.509 3.086
H 0.691 9.927 2.665
H -1.335 8.747 1.815
H -1.327 6.283 1.243
C -2.327 -1.826 3.159
S -0.666 -2.022 2.487
C -1.073 -3.458 1.452
O -0.606 -0.762 1.498
H -2.483 -2.392 4.091
H -3.055 -2.185 2.431
H -2.456 -0.764 3.356
H -2.083 -3.368 1.032
H -0.367 -3.565 0.620
H -1.073 -4.387 2.059

=====

Record 2
70
Properties=species:S:1:pos:R:3 method="wB97M-V/def2-TZVPD" total_energy_ev=-48329.4510 e_homo_ha=-0.32055 gap_ev=9.0 largest_force_ev_per_a=1.07
C -1.173 2.129 -1.208
C 0.152 2.836 -0.965
I -0.152 4.721 0.023
C 1.177 1.941 -0.208
I 2.867 3.093 0.435
C 0.597 1.140 0.932
C 0.381 1.746 2.318
C 0.135 0.466 3.158
C 0.743 -0.654 2.316
O 0.614 -1.856 2.455
N 1.463 -0.002 1.318
H -1.589 2.349 -2.182
H -1.070 1.052 -1.151
H -1.911 2.424 -0.471
H 0.600 3.051 -1.926
H 1.567 1.263 -0.959
H -0.367 0.699 0.682
H 1.329 2.130 2.670
H -0.418 2.470 2.371
H -0.915 0.306 3.367
H 0.715 0.458 4.072
H 1.784 -0.595 0.568
C 6.622 5.010 -0.461
C 6.959 5.112 1.019
C 8.190 4.292 1.373
O 5.844 4.705 1.811
H 6.400 3.973 -0.729
H 5.740 5.607 -0.694
H 7.450 5.355 -1.081
H 7.132 6.157 1.281
H 8.015 3.234 1.158
H 8.415 4.380 2.436
H 9.061 4.618 0.803
H 5.665 3.782 1.606
C 1.598 -0.468 -3.641
C 0.229 -1.130 -3.571
C 0.151 -2.380 -4.427
O -0.789 -0.199 -3.949
H 1.818 -0.156 -4.665
H 1.627 0.424 -3.014
H 2.385 -1.149 -3.315
H 0.005 -1.400 -2.537
H 0.315 -2.149 -5.484
H -0.839 -2.823 -4.330
H 0.890 -3.119 -4.118
H -0.612 0.072 -4.855
C -2.833 -2.179 -0.896
C -3.110 -3.123 -2.055
C -4.357 -3.959 -1.814
O -1.981 -3.970 -2.287
H -2.661 -2.738 0.026
H -1.937 -1.588 -1.097
H -3.668 -1.500 -0.726
H -3.230 -2.544 -2.972
H -4.233 -4.577 -0.920
H -4.540 -4.627 -2.656
H -5.235 -3.327 -1.673
H -1.842 -4.502 -1.498
C -5.103 -4.126 3.064
C -4.437 -2.760 3.136
C -4.963 -1.941 4.305
O -4.617 -2.053 1.909
H -6.180 -4.016 2.915
H -4.710 -4.698 2.223
H -4.940 -4.696 3.979
H -3.359 -2.886 3.239
H -6.037 -1.766 4.194
H -4.472 -0.969 4.341
H -4.796 -2.451 5.254
H -5.561 -1.919 1.782

=====

Record 3
76
Properties=species:S:1:pos:R:3 method="wB97M-V/def2-TZVPD" charge=+2 total_energy_ev=-71596.3786 e_homo_ha=-0.54233 gap_ev=7.4 largest_force_ev_per_a=1.37
W 0.682 -1.151 0.177
O 1.016 -2.389 2.030
C 2.246 -3.182 2.003
C 2.580 -3.538 0.565
N 2.582 -2.314 -0.290
C 3.760 -1.455 -0.015
C 3.213 -0.059 0.192
O 3.572 0.948 -0.306
O 2.111 -0.180 1.031
C 2.461 -2.576 -1.746
C 1.895 -1.340 -2.440
O 2.163 -0.995 -3.540
O 0.963 -0.646 -1.688
H 0.748 -2.201 2.938
H 2.080 -4.088 2.583
H 3.029 -2.587 2.475
H 1.851 -4.232 0.159
H 3.567 -4.007 0.541
H 4.483 -1.485 -0.827
H 4.249 -1.769 0.906
H 1.763 -3.401 -1.901
H 3.417 -2.841 -2.193
C -3.234 -2.955 -1.203
C -1.883 -2.397 -1.620
C -1.812 -2.122 -3.117
O -1.562 -1.202 -0.841
C -0.781 -3.363 -1.238
O -0.520 -4.390 -1.777
O -0.042 -2.904 -0.196
H -4.014 -2.218 -1.399
H -3.252 -3.227 -0.148
H -3.451 -3.847 -1.790
H -2.706 -1.600 -3.455
H -1.769 -3.074 -3.645
H -0.925 -1.542 -3.377
H -1.918 -0.425 -1.300
C 2.272 2.608 2.533
Si 1.079 3.117 1.190
C -0.134 4.332 1.936
C 1.914 3.937 -0.262
Si -0.226 1.303 0.204
Si -1.482 2.235 -1.631
C -0.185 2.333 -2.967
C -2.088 3.903 -1.048
C -2.963 1.249 -2.233
Si -1.107 -0.276 2.026
C -0.209 -0.078 3.656
C -2.411 -1.595 2.139
C -2.122 1.361 1.685
H 2.902 3.477 2.742
H 2.928 1.782 2.277
H 1.745 2.376 3.459
H 0.496 5.101 2.397
H -0.782 3.954 2.727
H -0.748 4.835 1.189
H 2.484 4.773 0.154
H 1.191 4.359 -0.961
H 2.605 3.296 -0.807
H 0.705 2.882 -2.658
H -0.603 2.851 -3.835
H 0.133 1.339 -3.288
H -1.296 4.653 -1.063
H -2.538 3.897 -0.055
H -2.861 4.233 -1.748
H -2.691 0.375 -2.828
H -3.486 1.911 -2.930
H -3.686 0.972 -1.464
H -0.172 -1.020 4.213
H -0.773 0.604 4.297
H 0.805 0.305 3.559
H -1.981 -2.597 2.129
H -3.137 -1.522 1.333
H -2.930 -1.457 3.092
H -1.734 2.377 1.577
H -2.518 1.361 2.711
H -2.958 1.212 1.006

=====

Record 4
68
Properties=species:S:1:pos:R:3 method="wB97M-V/def2-TZVPD" charge=+3 total_energy_ev=-74770.1691 e_homo_ha="-0.58471 / -0.58501" gap_ev="6.2 / 6.8" spin_multiplicity=7 largest_force_ev_per_a=3.73 s_squared=12.719
Tb -0.900 1.494 -0.889
P 1.019 -0.303 1.137
P 1.541 2.598 -0.811
P -1.394 -2.981 -1.292
H -0.238 3.107 -4.746
C -1.164 2.588 -4.489
C -1.961 2.907 -3.462
H -1.746 3.830 -2.906
C 2.383 -1.280 0.327
C 2.099 0.630 2.303
C 0.571 -1.535 2.445
C 1.055 3.724 -2.170
C 1.834 3.769 0.551
C 3.172 1.963 -1.221
C -2.733 -3.112 -2.450
C -1.870 -3.043 0.458
C 0.235 -3.641 -1.703
H -1.415 1.892 -5.301
H -2.874 2.343 -3.246
H 3.255 -1.417 0.995
H 2.751 -0.760 -0.567
H 2.017 -2.265 -0.002
H 2.559 -0.059 3.031
H 1.470 1.328 2.863
H 2.886 1.212 1.820
H 1.070 -2.510 2.304
H -0.508 -1.715 2.458
H 0.826 -1.175 3.454
H 1.965 4.223 -2.535
H 0.355 4.484 -1.784
H 0.544 3.226 -3.017
H 2.705 4.386 0.280
H 2.038 3.225 1.483
H 0.942 4.401 0.691
H 3.788 2.786 -1.603
H 3.109 1.165 -1.973
H 3.631 1.509 -0.334
H -3.382 -3.994 -2.233
H -2.416 -3.150 -3.512
H -3.330 -2.176 -2.345
H -2.777 -3.614 0.752
H -2.034 -1.937 0.614
H -0.991 -3.280 1.073
H 0.231 -4.453 -2.468
H 0.781 -4.018 -0.814
H 0.799 -2.765 -2.098
C -1.094 -0.125 -3.855
C 0.168 -0.454 -4.414
C 0.162 -1.103 -5.666
C -1.070 -1.488 -6.234
C -2.284 -0.947 -5.791
C -2.328 -0.281 -4.545
O -1.093 0.136 -2.527
H -1.123 -1.601 -1.078
H 1.073 -0.163 -3.857
H 1.105 -1.412 -6.156
H -1.066 -2.167 -7.099
H -3.209 -1.113 -6.346
H -3.218 0.205 -4.109
C -3.102 1.129 3.088
C -2.883 0.322 1.808
O -2.448 1.207 0.640
H -2.143 1.561 3.451
H -3.472 0.438 3.868
H -3.904 1.881 2.928
H -2.028 -0.355 1.849
H -3.764 -0.223 1.432
H -2.719 2.132 0.823